Entry 1:
45
Properties=species:S:1:pos:R:3:forces:R:3 method="wB97M-V/def2-TZVPD" molar_mass_g_mol=398.38 homo_energy_ev=-10.51 spin_multiplicity=1 energy_ev=-38509.6256 total_charge=+1
F 2.1801 -2.2245 -5.0146 -1.4 0.8 1.0
C 1.1079 -1.6688 -4.3462 1.1 -0.8 -0.3
C 0.4401 -0.6086 -4.9564 -0.4 -0.1 0.7
C -0.6441 -0.0811 -4.2506 -0.6 1.1 -0.7
F -1.3298 0.9762 -4.8068 0.9 -1.4 0.7
C -1.0585 -0.5662 -3.0286 0.1 -0.5 0.5
C -0.3729 -1.6675 -2.4157 0.4 0.8 -1.2
C -0.8930 -2.1201 -1.1805 0.2 -0.1 0.0
C -0.5138 -3.2063 -0.3582 0.1 -1.0 1.0
C -1.2796 -3.3940 0.8399 0.1 0.4 -0.6
C -0.9933 -4.4369 1.6932 -0.7 -0.4 1.2
F -1.7759 -4.6056 2.8138 1.1 0.2 -1.4
C 0.0476 -5.3428 1.4732 -0.4 0.7 -0.3
C 0.7904 -5.1476 0.3101 1.1 -0.6 -0.6
F 1.8287 -6.0200 0.0556 -1.4 1.2 0.3
C 0.5380 -4.1404 -0.6080 -0.2 0.1 0.2
C 0.7583 -2.1945 -3.1122 -0.2 0.2 0.0
H 0.7455 -0.2137 -5.9169 0.0 0.0 0.0
H -1.9093 -0.1324 -2.5062 0.2 0.1 -0.3
H -1.7565 -1.5563 -0.8181 0.3 -0.1 0.0
H -2.0899 -2.6978 1.0483 0.2 -0.3 0.2
H 0.2580 -6.1517 2.1608 0.0 0.0 0.0
H 1.1367 -4.0850 -1.5075 -0.1 -0.3 0.5
H 1.3543 -2.9934 -2.6917 0.0 0.4 -0.5
C -0.6745 6.5017 2.0269 -0.3 -0.4 -0.3
O -1.4411 5.4921 1.3299 0.4 -0.1 0.2
C -0.9423 4.2298 1.3497 1.3 -0.4 0.7
C 0.2558 3.8793 2.0086 -1.1 0.8 -0.5
C 0.7219 2.5513 1.9958 -0.8 -0.9 -0.7
C -0.0430 1.5364 1.2904 0.8 1.1 0.7
C -1.2490 1.9245 0.6351 0.1 0.2 0.0
C -1.6914 3.2243 0.6598 0.3 0.0 0.2
N 0.3776 0.2566 1.2543 0.3 -1.0 0.0
C 1.4954 -0.0958 1.8787 -0.5 0.7 -0.2
C 2.3005 0.8277 2.5881 -0.2 0.1 -0.1
C 1.9115 2.1493 2.6423 0.0 -0.3 -0.1
H -1.2340 7.4242 1.8885 0.1 -0.1 0.1
H -0.5941 6.2556 3.0941 -0.1 0.1 -0.2
H 0.3300 6.5907 1.5922 -0.2 0.0 0.1
H 0.8478 4.6295 2.5449 -0.3 -0.3 -0.3
H -1.8118 1.1480 0.1104 0.1 0.3 0.2
H -2.6132 3.5251 0.1616 0.2 -0.1 0.1
H 1.7884 -1.1498 1.8289 -0.1 0.3 0.0
H 3.2064 0.4712 3.0718 -0.2 0.2 -0.1
H 2.4899 2.9071 3.1711 0.0 -0.3 -0.1

Entry 2:
57
Properties=species:S:1:pos:R:3:forces:R:3 method="wB97M-V/def2-TZVPD" molar_mass_g_mol=626.62 homo_energy_ev=-8.10 relative_energy_kj_mol=0.0 spin_multiplicity=1 energy_ev=-212292.5454
Cd -0.5507 -2.5043 0.8594 -0.9 1.0 -1.9
N -0.5437 -4.3448 -0.7793 0.3 -0.1 0.1
C 0.9400 -4.4893 -0.7695 0.1 -0.1 0.1
C 1.3996 -4.5911 0.7026 -0.1 0.1 0.0
O 1.7882 -5.6761 1.1264 0.1 0.0 -0.1
N 1.2120 -3.4467 1.3796 1.0 -0.9 0.5
C 1.1736 -3.5590 2.8452 -0.1 0.0 -0.2
C -0.1717 -2.9956 3.3574 0.1 0.1 0.8
O -0.1655 -2.2327 4.3260 0.0 -0.2 -0.1
O -1.2309 -3.3009 2.6811 -0.2 -0.5 0.8
H -0.9319 -5.1383 -0.2755 -0.1 0.0 0.0
H -0.8901 -4.4161 -1.7288 -0.1 0.1 0.0
H 1.3747 -3.6060 -1.2433 0.0 0.0 0.0
H 1.2749 -5.3870 -1.2882 0.0 0.0 0.0
H 1.9807 -2.9985 3.3159 0.0 0.0 0.0
H 1.2566 -4.6079 3.1406 0.0 0.0 0.0
C 1.5200 -0.3042 -2.3575 0.0 -0.1 0.3
As -0.1227 -0.7455 -1.3649 -0.1 0.2 -0.7
C -1.0886 -1.5125 -2.8966 0.0 -0.1 0.2
C -1.1165 0.9684 -1.3724 0.1 -0.1 0.0
C -0.8755 1.9922 -0.2576 0.1 0.1 0.0
C -1.6663 3.2606 -0.6195 0.0 -0.1 0.0
C -1.4389 1.5361 1.1023 0.0 -0.3 -0.1
As -0.8771 -0.1068 2.0964 -0.1 1.2 0.1
C -1.8879 0.3947 3.6903 0.0 -0.3 0.0
C 0.9337 0.3556 2.6736 0.0 -0.2 0.0
C 0.6185 2.3089 -0.0983 0.0 -0.1 -0.1
As 1.7706 3.2596 -1.4292 -0.1 0.1 0.0
C 1.2045 5.1075 -1.0640 0.0 0.0 0.0
C 0.8809 3.1335 -3.1878 0.0 0.0 0.0
H 1.2806 0.0235 -3.3677 -0.1 0.0 0.0
H 2.1319 -1.2041 -2.4140 0.0 0.0 0.0
H 2.0951 0.4654 -1.8456 0.0 0.0 0.0
H -1.2103 -0.7750 -3.6893 0.0 0.1 0.0
H -2.0693 -1.8650 -2.5792 0.0 0.0 0.0
H -0.5199 -2.3561 -3.2885 0.0 0.0 0.0
H -2.1719 0.6769 -1.3707 0.0 0.0 0.0
H -0.9125 1.4314 -2.3402 0.0 -0.1 0.0
H -2.7351 3.0398 -0.6568 0.0 0.0 0.0
H -1.3688 3.6568 -1.5892 0.0 0.0 0.0
H -1.5058 4.0355 0.1324 0.0 0.0 0.0
H -2.5211 1.4001 0.9978 0.0 0.0 0.0
H -1.2991 2.3565 1.8114 0.0 0.0 0.1
H -1.5226 1.3413 4.0873 0.1 0.0 -0.1
H -1.7512 -0.3963 4.4227 0.0 0.0 0.0
H -2.9453 0.4826 3.4436 0.0 0.0 0.0
H 1.0566 1.4250 2.8394 -0.1 0.0 0.0
H 1.6616 0.0030 1.9424 0.0 0.0 0.0
H 1.0900 -0.1884 3.6040 0.0 0.0 0.0
H 1.1417 1.3718 0.1126 0.1 0.1 0.0
H 0.7447 2.9307 0.7937 0.1 0.0 0.0
H 1.3397 5.3399 -0.0079 0.0 0.0 0.0
H 0.1660 5.2872 -1.3389 0.0 0.0 0.0
H 1.8377 5.7830 -1.6388 0.0 0.0 0.0
H 0.9310 2.1241 -3.5915 0.0 0.1 0.0
H 1.4403 3.7864 -3.8586 0.0 0.0 0.0
H -0.1542 3.4705 -3.1746 0.0 0.0 0.0

Entry 3:
72
Properties=species:S:1:pos:R:3:forces:R:3 method="wB97M-V/def2-TZVPD" molar_mass_g_mol=368.55 homo_energy_ev=-8.61 relative_energy_kj_mol=1209.9 spin_multiplicity=1 energy_ev=-33737.9617
C 4.3870 -2.3778 -0.3743 -0.3 -0.3 -0.8
C 3.1850 -3.2490 -0.7647 1.6 0.4 -1.7
O 2.3050 -3.1857 0.2913 -2.5 -0.4 -5.0
H 4.8110 -2.7057 0.5748 0.0 0.1 -0.1
H 4.0243 -1.3542 -0.2808 0.2 -0.1 -0.1
H 5.1480 -2.3825 -1.1547 0.0 -0.2 0.0
H 3.4324 -4.2864 -0.9902 0.4 -0.1 0.1
H 2.6740 -2.8795 -1.6538 0.2 0.3 -0.3
H 1.4947 -3.5954 -0.0204 -0.3 -0.2 0.4
C 0.5907 -1.2321 0.1998 -0.8 0.7 0.6
C 0.1892 0.0794 0.9998 0.8 -1.1 -1.2
O -0.7417 0.8055 0.1949 9.4 4.4 3.8
H 1.3672 -1.0343 -0.5391 0.0 0.2 0.1
H -0.2887 -1.5730 -0.3466 1.3 0.4 0.1
H 0.9078 -2.0803 0.8065 -0.5 1.3 0.1
H 1.0915 0.6741 1.1422 -0.3 -0.3 0.2
H -0.2627 -0.1405 1.9670 0.3 -0.3 0.0
H -1.5969 0.8407 0.6296 0.8 1.4 -1.5
C 3.1146 -0.9820 2.3138 -0.8 -1.2 0.5
C 2.3579 -2.2799 2.8261 1.3 0.7 -1.9
O 2.9770 -3.4284 2.2506 1.9 -0.4 6.6
H 2.5902 -0.0610 2.5687 0.1 0.0 0.2
H 3.2111 -1.0434 1.2299 -0.1 0.3 0.5
H 4.1043 -1.0004 2.7701 0.1 0.2 -0.1
H 1.3360 -2.2758 2.4469 -0.3 0.3 0.7
H 2.3879 -2.2453 3.9151 -0.1 -0.6 0.0
H 2.8741 -3.4526 1.2964 0.0 -0.2 1.4
C -3.4050 3.1515 -1.4498 -0.5 1.3 1.4
C -3.1403 1.6724 -1.3967 -0.9 0.1 -0.8
O -4.3673 0.8969 -1.3242 0.6 0.6 0.1
H -4.1966 3.4885 -2.1191 0.1 -0.4 -0.4
H -2.5409 3.8011 -1.5888 0.3 -0.4 -0.6
H -3.7278 3.5093 -0.4721 -0.5 0.0 0.0
H -2.5835 1.3798 -0.5066 -0.2 0.5 -1.2
H -2.6198 1.4431 -2.3265 -0.1 -0.7 0.7
H -4.7079 0.9120 -2.2216 -0.3 -0.3 0.0
C -0.6281 1.9768 -3.5778 0.2 -0.1 0.2
C -0.3189 1.7266 -2.1007 -0.5 -2.6 -0.6
O -0.6869 0.3302 -1.7633 0.8 0.5 -8.8
H -0.2919 1.1290 -4.1747 0.0 -0.1 0.1
H -0.1672 2.8659 -4.0082 0.1 0.2 0.3
H -1.7049 2.0662 -3.7217 0.1 0.0 -0.2
H -0.9180 2.3462 -1.4333 0.4 0.5 -0.2
H 0.7351 1.7998 -1.8328 -0.2 0.3 -0.7
H -0.6077 0.3733 -0.8076 0.0 -0.7 -0.6
C -1.7310 -3.4241 -0.3908 -0.7 -0.1 -0.3
C -2.1317 -1.9215 -0.1722 -0.2 -2.2 0.1
O -3.5398 -1.7981 -0.0753 -0.6 -0.7 -0.1
H -0.6558 -3.5982 -0.4307 0.0 0.4 0.1
H -2.1049 -3.8048 -1.3413 -0.1 0.4 -0.3
H -2.1276 -4.1801 0.2869 -0.1 0.5 0.7
H -1.7473 -1.3944 -1.0455 -0.3 0.3 0.1
H -1.7576 -1.5178 0.7686 0.5 -0.9 -0.6
H -3.7560 -0.8909 0.1525 -0.8 -0.7 -1.1
C 1.7812 2.7966 0.1496 0.7 -0.2 -0.7
C 3.0347 2.0780 -0.4844 -1.1 0.4 1.6
O 3.9708 1.9214 0.5956 -0.1 0.2 -0.4
H 1.9195 3.8517 0.3856 0.3 0.0 -0.2
H 1.4822 2.3055 1.0756 0.4 0.2 -0.1
H 0.9325 2.6818 -0.5246 0.4 0.5 0.5
H 3.4637 2.5810 -1.3511 0.0 0.4 0.1
H 2.6950 1.1047 -0.8383 0.0 -0.3 0.0
H 4.7691 1.4926 0.2786 0.1 -0.1 -0.1
C -3.3310 2.2684 1.9104 -0.4 0.5 0.7
C -2.4437 1.0721 2.2871 -0.9 1.5 1.8
O -2.2476 0.2340 1.1940 -9.2 -3.7 6.4
H -4.3900 2.0225 1.8319 0.0 -0.6 -0.3
H -3.0835 2.8064 0.9953 0.5 -0.4 0.3
H -3.3830 3.0233 2.6951 0.5 0.0 0.2
H -2.8625 0.5153 3.1254 -0.2 0.0 0.0
H -1.4356 1.3387 2.6045 -0.1 0.5 -0.1
H -3.1137 0.0125 0.8441 -0.1 0.2 0.3

Entry 4:
97
Properties=species:S:1:pos:R:3:forces:R:3 method="wB97M-V/def2-TZVPD" molar_mass_g_mol=666.69 homo_energy_ev=-2.99 spin_multiplicity=1 energy_ev=-72364.1878 total_charge=-1
F 1.9745 1.2617 4.9691 -0.1 0.1 -0.3
C 1.5315 1.8711 3.8572 0.4 0.0 -0.4
F 2.6004 2.5741 3.3579 -0.2 -0.2 0.1
F 1.2505 0.9306 2.9271 0.2 0.2 0.4
C 0.3219 2.7521 4.1167 -0.3 -0.1 0.4
F 0.7365 3.7435 4.9761 0.3 0.0 0.0
F 0.0527 3.3953 2.9314 0.3 0.1 -0.2
P -1.3608 1.8842 4.7815 -1.1 -0.7 0.5
H -2.0806 2.7777 3.8625 0.1 0.2 0.0
H -1.4030 2.8789 5.8673 0.2 0.2 -0.1
H -0.6009 0.9787 5.6774 0.2 0.2 -0.1
H -1.2796 0.8725 3.7330 0.2 0.2 -0.2
H -2.6325 1.3194 5.2474 0.1 0.0 0.0
C -3.4296 -2.0981 1.4516 0.0 -0.1 0.0
O -3.7100 -1.5120 2.4753 0.0 0.0 0.1
N -2.2750 -2.0126 0.7724 0.1 0.0 -0.3
C -2.0308 -2.7985 -0.4251 -0.1 0.3 0.2
C -1.2057 -1.1219 1.2165 -0.2 0.0 0.1
H -4.1355 -2.8074 0.9739 0.0 0.0 -0.1
H -1.1650 -3.4346 -0.2828 0.1 -0.1 -0.1
H -1.8410 -2.1340 -1.2716 0.1 -0.1 -0.1
H -2.8894 -3.4271 -0.6515 0.0 0.0 0.1
H -0.8807 -1.3836 2.2241 0.0 0.1 0.0
H -1.5340 -0.0825 1.2256 -0.1 -0.1 0.1
H -0.3734 -1.2331 0.5227 0.0 0.0 0.0
C -1.6245 2.6286 0.5068 0.0 0.0 0.0
O -2.5250 1.9708 0.9942 -0.1 0.1 -0.2
N -1.3689 2.6965 -0.8159 0.1 -0.1 -0.1
C -0.2883 3.4971 -1.3403 -0.1 -0.2 -0.1
C -2.2072 1.9552 -1.7409 -0.1 0.1 0.2
H -0.9340 3.2309 1.1128 -0.1 -0.1 0.0
H -0.6824 4.2640 -2.0103 0.1 0.1 0.0
H 0.4168 2.8618 -1.8883 0.1 0.1 0.0
H 0.2388 3.9842 -0.5219 0.0 0.0 0.0
H -3.2446 2.2817 -1.6417 0.0 0.0 0.0
H -2.1624 0.8877 -1.5173 0.0 0.0 0.0
H -1.8616 2.1257 -2.7549 0.0 0.0 0.0
C -0.0697 2.3877 -5.0284 -0.1 0.1 0.1
O -0.7684 1.5041 -4.5799 0.0 -0.1 -0.2
N 1.1453 2.1883 -5.5768 0.2 0.1 -0.1
C 1.9471 3.2776 -6.0907 0.0 -0.2 0.0
C 1.6562 0.8292 -5.6412 -0.1 0.0 0.1
H -0.3732 3.4489 -5.0146 0.0 0.0 0.0
H 2.1490 3.1342 -7.1550 0.0 0.1 0.0
H 2.8984 3.3359 -5.5570 0.0 0.1 0.0
H 1.4167 4.2181 -5.9594 0.0 0.0 0.0
H 0.9838 0.2002 -6.2250 0.0 0.0 0.0
H 1.7275 0.4045 -4.6396 0.0 0.0 0.0
H 2.6400 0.8361 -6.1039 0.0 0.0 0.0
C 1.6334 -4.0986 -0.6623 -0.1 -0.1 0.1
O 0.9163 -3.5420 -1.4714 0.1 0.0 -0.2
N 2.7742 -3.5861 -0.1703 0.1 -0.1 0.1
C 3.5773 -4.3109 0.8026 -0.2 0.2 -0.2
C 3.1820 -2.2677 -0.6291 -0.1 0.0 0.0
H 1.3813 -5.0850 -0.2352 0.0 0.0 0.0
H 3.6581 -3.7455 1.7285 0.1 0.0 0.0
H 4.5796 -4.4862 0.4118 0.0 0.0 0.1
H 3.1029 -5.2692 1.0086 0.0 0.0 0.0
H 2.4051 -1.5378 -0.3961 0.0 0.0 0.0
H 3.3189 -2.2795 -1.7130 0.0 0.0 0.0
H 4.1088 -1.9846 -0.1366 -0.2 -0.1 0.0
C -3.3219 6.4865 -0.7410 0.0 0.0 0.0
O -2.6209 5.6497 -1.2774 0.1 0.0 -0.1
N -3.6043 6.5258 0.5693 -0.1 0.1 0.2
C -4.4507 7.5512 1.1373 0.1 -0.1 0.0
C -3.0396 5.5046 1.4499 0.0 0.0 -0.2
H -3.7966 7.3081 -1.3089 0.0 0.0 0.0
H -3.9013 8.1242 1.8875 -0.1 0.0 0.0
H -5.3247 7.1007 1.6122 0.0 0.1 0.0
H -4.7876 8.2298 0.3552 0.0 0.0 0.0
H -1.9513 5.5357 1.4041 0.0 0.0 0.1
H -3.3647 4.5135 1.1374 0.0 0.0 0.1
H -3.3623 5.6833 2.4710 0.0 0.0 0.0
C -3.3596 -7.0634 -0.4101 0.1 -0.1 0.0
O -2.5515 -6.1638 -0.4910 0.1 0.0 0.0
N -4.6538 -6.8981 -0.0724 -0.2 -0.1 0.0
C -5.5775 -8.0081 0.0091 0.0 0.2 0.0
C -5.1247 -5.5536 0.2227 0.1 0.0 0.0
H -3.0957 -8.1184 -0.6068 0.0 0.0 0.0
H -6.4046 -7.8686 -0.6910 0.0 -0.1 0.0
H -5.9837 -8.0928 1.0195 0.0 -0.1 0.0
H -5.0632 -8.9345 -0.2389 0.0 0.0 0.0
H -4.9816 -4.9052 -0.6422 0.0 0.0 0.0
H -4.5642 -5.1317 1.0565 0.0 0.0 0.0
H -6.1805 -5.5884 0.4780 0.0 0.0 0.0
C 6.3623 -1.2302 1.0345 -0.2 0.1 0.1
O 5.7160 -2.2283 1.2928 0.3 0.0 0.0
N 7.6604 -1.2346 0.6857 0.2 0.1 -0.1
C 8.3817 -0.0138 0.3880 0.0 -0.2 0.0
C 8.3528 -2.5097 0.6102 -0.1 0.0 0.0
H 5.9222 -0.2200 1.0661 0.0 0.0 0.0
H 8.7633 -0.0378 -0.6348 0.0 0.1 0.0
H 9.2213 0.1084 1.0751 0.0 0.1 0.0
H 7.7177 0.8408 0.4933 0.0 0.0 0.0
H 7.8700 -3.1583 -0.1212 0.0 0.0 0.0
H 8.3248 -3.0118 1.5775 0.0 0.0 0.0
H 9.3862 -2.3416 0.3187 0.0 0.0 0.0

Entry 5:
16
Properties=species:S:1:pos:R:3:forces:R:3 method="wB97M-V/def2-TZVPD" smiles="CC=O.CCS" molar_mass_g_mol=106.19 homo_energy_ev=-9.20 relative_energy_kj_mol=75.5 spin_multiplicity=1 energy_ev=-17192.0431
C 0.0732 3.4020 1.1869 -0.6 -1.2 1.8
C 0.0713 1.9343 0.7736 0.2 0.6 0.4
S -1.3161 1.5413 -0.3404 0.3 -0.1 0.3
H -0.7744 3.6576 1.8276 -0.4 -0.1 -0.3
H 0.0554 4.0013 0.3314 0.2 1.2 -1.1
H 0.8955 3.5906 1.8717 0.5 0.2 -0.4
H 0.9753 1.7688 0.2158 0.4 -0.2 -0.3
H 0.1438 1.3066 1.6606 -0.4 -0.2 -0.1
H -0.5668 0.7179 -1.0794 -0.2 -0.1 -0.2
O -1.1283 -4.0777 0.0804 -0.3 0.2 -0.3
C -0.1049 -3.5139 -0.1984 0.2 -0.1 0.6
C 0.1715 -2.7654 -1.4664 -0.1 -0.8 0.0
H 0.7359 -3.6151 0.5135 0.2 0.2 -0.1
H 0.4363 -3.5788 -2.1534 -0.2 0.2 -0.3
H 1.0394 -2.1323 -1.4093 0.2 0.4 0.2
H -0.7070 -2.2372 -1.8143 -0.1 0.0 -0.2